Entry 1:
The molecule C2H5NO2S. Source: the OMol25 dataset; level of theory: wB97M-V/def2-TZVPD.

Results
Spin multiplicity: 3
Expectation value of S²: 2.0078
Highest occupied orbital energy (alpha / beta), eV: -4.409 / -9.732
Frontier orbital gap (alpha / beta), eV: 4.674 / 7.060
LUMO (alpha / beta), eV: 0.26 / -2.67

Cartesian coordinates (Å):
C -0.206 -0.069 1.658
C -0.254 0.882 0.518
N 0.044 -0.117 -0.954
O 0.068 0.761 -2.045
O -0.549 2.012 0.320
S 1.231 -1.327 -0.998
H 0.831 -0.141 2.091
H -0.663 0.255 2.603
H -0.434 -1.004 1.249
H -0.688 0.744 -2.536
H 0.620 -1.995 -1.906

***

Entry 2:
A cluster of 2 separate species, C3H7O3 in total. Source: the OMol25 dataset; level of theory: wB97M-V/def2-TZVPD.

Results
Net charge: -1
Highest occupied orbital energy, eV: -3.977
Frontier orbital gap, eV: 7.687
LUMO, eV: 3.71

Cartesian coordinates (Å):
C 1.386 0.722 -1.149
O 2.030 0.522 -2.439
H 1.547 1.015 -3.110
H 0.734 1.594 -1.220
H 2.127 1.000 -0.439
H 0.940 -0.210 -0.846
C -1.843 0.564 1.492
C -0.845 -0.534 1.006
O 0.344 -0.409 1.368
O -1.333 -1.373 0.213
H -1.283 1.278 2.096
H -2.626 0.081 2.082
H -2.316 1.020 0.627

***

Entry 3:
A structure of composition C52H40AsN2O2PRuS. Source: the OMol25 dataset; level of theory: wB97M-V/def2-TZVPD.

Results
Net charge: +1
Spin multiplicity: 2
Expectation value of S²: 0.7645
Highest occupied orbital energy (alpha / beta), eV: -10.277 / -10.453
Frontier orbital gap (alpha / beta), eV: 7.302 / 6.618
LUMO (alpha / beta), eV: -2.97 / -3.83

Cartesian coordinates (Å):
Ru 0.069 -0.118 0.383
C 4.709 -3.837 -4.253
C 4.247 -2.761 -3.315
C 5.160 -2.032 -2.557
C 4.735 -1.057 -1.669
C 3.377 -0.811 -1.534
C 2.449 -1.512 -2.287
C 2.889 -2.478 -3.173
S 2.872 0.381 -0.338
O 2.372 -0.349 0.847
O 3.949 1.294 -0.105
N 1.520 1.016 -0.937
C 1.142 2.261 -0.436
C 1.756 3.488 -0.656
C 1.156 4.604 -0.103
C -0.014 4.477 0.646
C -0.539 3.216 0.843
N 0.038 2.135 0.315
H 5.723 -3.652 -4.603
H 4.056 -3.911 -5.122
H 4.702 -4.808 -3.753
H 6.219 -2.223 -2.668
H 5.451 -0.486 -1.095
H 1.394 -1.297 -2.198
H 2.166 -3.024 -3.767
H 2.658 3.547 -1.246
H 1.591 5.583 -0.259
H -0.504 5.337 1.078
H -1.440 3.054 1.423
C -5.612 2.364 0.978
C -5.426 2.058 -0.363
C -4.321 1.325 -0.762
C -3.392 0.891 0.186
C -3.586 1.198 1.527
C -4.691 1.934 1.924
P -2.010 -0.145 -0.322
C -1.626 0.276 -2.059
C -1.593 1.606 -2.487
C -1.100 1.925 -3.739
C -0.625 0.926 -4.579
C -0.663 -0.396 -4.167
C -1.163 -0.723 -2.916
C -2.461 -1.890 -0.314
C -3.703 -2.403 -0.584
C -3.870 -3.797 -0.670
C -2.796 -4.626 -0.495
C -1.509 -4.120 -0.195
C -0.397 -4.970 0.018
C 0.814 -4.428 0.346
C 0.976 -3.037 0.495
C -0.058 -2.137 0.291
C -1.330 -2.722 -0.077
H -6.476 2.939 1.284
H -6.143 2.392 -1.102
H -4.182 1.093 -1.812
H -2.876 0.859 2.273
H -4.830 2.168 2.971
H -1.941 2.400 -1.836
H -1.083 2.958 -4.061
H -0.233 1.182 -5.554
H -0.301 -1.181 -4.818
H -1.193 -1.763 -2.613
H -4.548 -1.743 -0.737
H -4.847 -4.208 -0.886
H -2.922 -5.699 -0.572
H -0.523 -6.042 -0.079
H 1.669 -5.072 0.509
H 1.955 -2.668 0.772
C 3.739 -2.114 4.877
C 2.819 -2.935 4.239
C 1.717 -2.384 3.604
C 1.537 -1.006 3.611
C 2.447 -0.183 4.261
C 3.551 -0.741 4.890
As -0.012 -0.244 2.736
C -0.429 1.315 3.775
C 0.228 2.534 3.802
C -0.193 3.509 4.694
C -1.263 3.257 5.544
C -1.912 2.032 5.527
C -1.493 1.039 4.648
C -2.080 -0.316 4.539
C -3.172 -0.780 5.260
C -3.658 -2.058 5.017
C -3.066 -2.875 4.066
C -1.970 -2.425 3.341
C -1.483 -1.153 3.584
H 4.599 -2.547 5.369
H 2.957 -4.008 4.240
H 1.002 -3.034 3.119
H 2.311 0.890 4.283
H 4.262 -0.100 5.393
H 1.061 2.730 3.136
H 0.313 4.465 4.729
H -1.588 4.023 6.236
H -2.731 1.852 6.211
H -3.650 -0.158 6.004
H -4.511 -2.420 5.577
H -3.461 -3.866 3.885
H -1.514 -3.065 2.594

***

Entry 4:
The molecule C14H13N3O5. Source: the OMol25 dataset; level of theory: wB97M-V/def2-TZVPD.

Results
Highest occupied orbital energy, eV: -8.701
Frontier orbital gap, eV: 7.840
SMILES string: Cc1ccc(OCC(=O)N/N=C/c2ccc([N+](=O)[O-])o2)cc1
LUMO, eV: -0.86

Cartesian coordinates (Å):
C -1.121 -3.741 1.025
C -1.727 -2.504 0.440
C -2.239 -2.482 -0.849
C -2.756 -1.327 -1.393
C -2.781 -0.151 -0.651
C -2.306 -0.165 0.657
C -1.783 -1.332 1.184
H -1.399 -1.321 2.194
H -2.331 0.718 1.275
O -3.246 0.971 -1.308
C -3.093 2.217 -0.675
C -1.640 2.517 -0.291
O -1.336 3.200 0.659
N -0.750 1.907 -1.134
N 0.535 1.594 -0.935
C 1.202 1.961 0.089
C 2.535 1.457 0.263
C 3.413 1.661 1.317
C 4.553 0.901 1.038
C 4.291 0.285 -0.172
N 5.091 -0.601 -0.924
O 4.653 -1.016 -1.973
O 6.181 -0.879 -0.451
O 3.076 0.623 -0.633
H 5.449 0.797 1.613
H 3.241 2.276 2.177
H 0.827 2.600 0.887
H -1.131 1.432 -1.950
H -3.711 2.305 0.228
H -3.443 2.959 -1.401
H -3.145 -1.308 -2.400
H -2.220 -3.383 -1.449
H -1.044 -4.530 0.279
H -1.725 -4.109 1.854
H -0.122 -3.531 1.409

***

Entry 5:
The molecule C22H30N2O6. Source: the OMol25 dataset; level of theory: wB97M-V/def2-TZVPD.

Results
Highest occupied orbital energy, eV: -8.293
Frontier orbital gap, eV: 8.890
SMILES string: COC(=O)[C@H]1CCCCN1C(=O)c1ccc(OC2CCN(C(C)=O)CC2)c(OC)c1
LUMO, eV: 0.60

Cartesian coordinates (Å):
C 7.069 2.481 -1.122
H 6.862 3.101 -0.248
H 6.507 2.872 -1.972
H 8.134 2.470 -1.338
O 6.702 1.131 -0.868
C 5.410 0.908 -0.617
O 4.576 1.776 -0.586
C 5.137 -0.577 -0.408
N 3.743 -0.781 -0.081
C 2.939 -1.360 -1.007
O 3.379 -1.821 -2.046
C 1.477 -1.374 -0.699
C 0.786 -2.563 -0.536
C -0.579 -2.528 -0.335
C -1.291 -1.332 -0.308
C -0.587 -0.122 -0.478
C 0.786 -0.167 -0.673
H 1.348 0.743 -0.811
O -1.293 1.055 -0.425
C -0.597 2.267 -0.594
H -1.354 3.047 -0.519
H -0.116 2.323 -1.575
H 0.154 2.415 0.188
O -2.623 -1.475 -0.065
C -3.581 -0.527 -0.519
C -4.776 -1.314 -1.066
C -5.890 -0.354 -1.481
N -6.277 0.487 -0.367
C -7.505 0.334 0.188
O -8.327 -0.428 -0.284
C -7.817 1.181 1.405
H -8.837 0.961 1.709
H -7.740 2.240 1.171
H -7.146 0.942 2.227
C -5.185 1.276 0.150
H -5.523 1.917 0.961
C -4.053 0.366 0.632
H -3.221 0.967 0.997
H -4.406 -0.273 1.443
H -4.810 1.915 -0.660
H -6.776 -0.907 -1.798
H -5.548 0.283 -2.304
H -4.464 -1.916 -1.920
H -5.137 -1.986 -0.287
H -3.158 0.090 -1.318
H -1.141 -3.438 -0.197
H 1.312 -3.504 -0.570
C 3.332 -0.339 1.232
H 2.287 -0.609 1.386
C 4.208 -0.990 2.304
C 5.678 -0.682 2.037
C 6.058 -1.192 0.650
H 7.092 -0.944 0.412
H 5.945 -2.278 0.619
H 6.307 -1.154 2.793
H 5.839 0.398 2.089
H 3.910 -0.619 3.285
H 4.054 -2.071 2.286
H 3.427 0.751 1.291
H 5.302 -1.069 -1.377

***

Entry 6:
A structure of composition C10H23BaF6NO19S4. Source: the OMol25 dataset; level of theory: wB97M-V/def2-TZVPD.

Results
Net charge: -4
Highest occupied orbital energy, eV: 3.956
Frontier orbital gap, eV: 2.677
LUMO, eV: 6.63

Cartesian coordinates (Å):
Ba -10.521 -15.789 9.986
S -13.097 -13.229 8.585
O -14.213 -13.366 7.641
O -12.354 -14.507 8.755
O -12.126 -12.297 7.998
O -13.584 -12.802 9.928
S -12.989 -17.883 8.853
O -14.332 -17.374 8.577
O -12.521 -17.558 10.230
O -12.929 -19.373 8.615
O -12.107 -17.214 7.890
C -6.468 -13.154 8.374
F -6.822 -13.826 7.296
F -5.611 -13.896 9.110
F -5.804 -12.040 8.000
S -8.010 -12.611 9.383
O -8.725 -11.757 8.470
O -8.715 -13.857 9.750
O -7.437 -11.961 10.552
C -8.489 -15.769 5.015
F -8.139 -14.991 3.989
F -8.928 -16.963 4.573
F -7.359 -16.082 5.704
S -9.799 -14.839 6.088
O -9.499 -13.442 5.883
O -11.028 -15.274 5.455
O -9.479 -15.372 7.430
C -10.349 -16.339 13.570
C -8.960 -15.751 13.753
O -8.566 -15.293 12.482
O -10.474 -17.180 12.420
H -11.150 -15.597 13.562
H -10.461 -16.988 14.455
H -8.237 -16.495 14.097
H -9.084 -14.942 14.483
H -7.693 -15.587 12.222
H -11.275 -17.713 12.513
C -10.874 -12.731 12.052
C -10.973 -11.334 11.399
O -12.321 -10.828 11.327
O -11.690 -13.755 11.483
H -11.208 -12.569 13.094
H -9.858 -13.124 12.006
H -10.643 -11.423 10.358
H -10.457 -10.533 11.926
H -12.853 -11.457 10.766
H -12.479 -13.343 11.027
C -6.453 -18.423 8.204
C -7.916 -18.096 8.490
C -8.775 -19.254 8.946
O -8.233 -19.753 10.176
C -9.232 -20.319 10.989
N -7.978 -16.969 9.468
H -6.392 -19.036 7.297
H -5.958 -19.037 8.967
H -5.890 -17.493 8.151
H -8.334 -17.643 7.586
H -8.857 -20.095 8.251
H -9.791 -18.862 9.083
H -8.821 -20.539 11.977
H -9.603 -21.278 10.598
H -10.085 -19.638 11.058
H -7.256 -17.191 10.165
H -7.481 -16.155 9.100

***

Entry 7:
A structure of composition C22H53ClNdOP2. Source: the OMol25 dataset; level of theory: wB97M-V/def2-TZVPD.

Results
Net charge: -1
Spin multiplicity: 4
Expectation value of S²: 3.7547
Highest occupied orbital energy (alpha / beta), eV: -2.681 / -2.672
Frontier orbital gap (alpha / beta), eV: 5.397 / 5.389
LUMO (alpha / beta), eV: 2.72 / 2.72

Cartesian coordinates (Å):
Nd 0.096 -0.021 0.298
Cl -0.064 0.093 -2.361
P -0.393 -2.852 -0.355
C 0.680 -3.478 -1.703
C -0.093 -3.871 1.176
C -2.159 -2.826 -0.875
C 2.041 -2.761 -1.783
H 0.108 -3.236 -2.618
C 0.856 -4.999 -1.643
H 1.559 -5.312 -0.860
H 1.255 -5.346 -2.603
H -0.090 -5.524 -1.477
H 1.923 -1.754 -2.194
H 2.727 -3.333 -2.429
H 2.519 -2.660 -0.801
H -2.107 -2.239 -1.809
C -3.160 -2.116 0.069
C -2.601 -4.244 -1.215
H -2.083 -4.617 -2.104
H -3.676 -4.251 -1.421
H -2.424 -4.955 -0.393
H -2.687 -1.411 0.762
H -3.752 -2.826 0.671
H -3.846 -1.515 -0.542
C 1.309 -3.497 1.671
H -0.134 -4.933 0.892
C -1.169 -3.560 2.219
H 2.095 -3.879 1.000
H 1.493 -3.894 2.677
H 1.432 -2.406 1.738
H -1.251 -2.479 2.377
H -0.910 -3.994 3.194
H -2.155 -3.941 1.918
H 1.908 -0.615 0.135
H -1.812 0.491 0.344
P 0.367 2.891 -0.311
C -0.838 3.559 -1.512
C 0.260 3.830 1.297
C 2.072 2.860 -1.012
C -2.192 2.822 -1.463
H -0.377 3.365 -2.498
C -1.018 5.073 -1.362
H -1.626 5.336 -0.487
H -1.524 5.470 -2.250
H -0.062 5.600 -1.275
H -2.102 1.821 -1.895
H -2.945 3.384 -2.035
H -2.564 2.704 -0.438
H 1.915 2.313 -1.959
C 3.148 2.092 -0.203
C 2.494 4.289 -1.332
H 1.878 4.714 -2.129
H 3.535 4.293 -1.668
H 2.429 4.958 -0.460
H 2.746 1.473 0.610
H 3.891 2.775 0.241
H 3.667 1.401 -0.879
C -1.061 3.424 1.952
H 0.277 4.907 1.078
C 1.453 3.448 2.172
H -1.933 3.879 1.459
H -1.078 3.715 3.015
H -1.189 2.332 1.927
H 1.500 2.363 2.286
H 1.355 3.857 3.180
H 2.403 3.795 1.738
C -1.557 -0.096 4.053
C -0.045 0.029 3.845
C 0.524 1.250 4.572
C 0.685 -1.236 4.331
O 0.183 0.189 2.462
H -1.758 -0.328 5.116
H -1.983 -0.900 3.425
H -2.063 0.823 3.737
H 0.355 1.110 5.649
H 1.612 1.362 4.382
H 0.064 2.187 4.233
H 0.247 -2.142 3.894
H 1.742 -1.226 4.001
H 0.635 -1.258 5.429

***

Entry 8:
The molecule C18H15ClN2O4. Source: the OMol25 dataset; level of theory: wB97M-V/def2-TZVPD.

Results
Highest occupied orbital energy, eV: -8.938
Frontier orbital gap, eV: 8.187
SMILES string: N#Cc1cc(C(=O)c2cc(Cl)ccc2O)cn(C[C@H]2CCCO2)c1=O
LUMO, eV: -0.75

Cartesian coordinates (Å):
N -1.219 -4.174 1.614
C -1.286 -3.043 1.444
C -1.323 -1.646 1.233
C -0.158 -0.934 1.177
C -0.200 0.467 0.998
C -1.435 1.060 0.882
N -2.578 0.374 0.875
C -2.633 -1.026 1.089
O -3.698 -1.590 1.172
C -3.826 1.021 0.538
H -3.891 2.000 1.015
H -4.619 0.367 0.910
C -3.979 1.156 -0.996
H -5.051 1.295 -1.200
C -3.163 2.301 -1.637
H -3.794 2.849 -2.337
C -2.049 1.575 -2.392
H -1.182 1.413 -1.750
C -2.728 0.245 -2.715
H -3.353 0.341 -3.614
O -3.536 -0.049 -1.595
H -2.036 -0.587 -2.850
H -1.730 2.104 -3.286
H -2.787 3.008 -0.901
H -1.499 2.135 0.778
C 0.987 1.342 1.006
O 0.902 2.478 1.475
C 2.248 0.825 0.463
C 2.279 -0.232 -0.454
C 3.483 -0.715 -0.918
C 4.685 -0.169 -0.475
C 4.670 0.893 0.399
C 3.462 1.432 0.856
O 3.508 2.494 1.660
H 2.588 2.808 1.820
H 5.586 1.352 0.734
H 5.620 -0.568 -0.834
Cl 3.500 -2.012 -2.063
H 1.359 -0.651 -0.829
H 0.788 -1.438 1.319

***

Entry 9:
A structure of composition C37H36N7O2PS3Se4Sm. Source: the OMol25 dataset; level of theory: wB97M-V/def2-TZVPD.

Results
Net charge: -1
Spin multiplicity: 6
Expectation value of S²: 8.7673
Highest occupied orbital energy (alpha / beta), eV: -4.018 / -4.018
Frontier orbital gap (alpha / beta), eV: 5.422 / 5.506
LUMO (alpha / beta), eV: 1.40 / 1.49

Cartesian coordinates (Å):
Sm -1.928 1.649 -2.525
Se -1.264 1.684 0.317
Se -3.384 0.928 0.020
Se -3.450 -0.914 -1.450
Se -2.712 -1.103 -3.610
N -0.275 -3.356 3.219
P -0.969 -3.821 1.720
C 0.545 -4.405 0.923
C 1.163 -5.597 1.326
C 2.245 -6.103 0.603
C 2.777 -5.365 -0.444
C 2.236 -4.149 -0.736
C 1.147 -3.586 0.002
C -1.879 -5.331 2.145
C -2.002 -5.719 3.448
C -2.758 -6.854 3.811
C -3.277 -7.698 2.815
C -3.204 -7.243 1.466
C -2.538 -6.068 1.122
C 0.516 -2.212 3.349
C 1.113 -1.968 4.629
C 2.093 -1.055 4.704
C 2.279 -0.092 3.670
C 1.507 -0.296 2.561
N 0.675 -1.280 2.330
H -0.080 -4.062 3.875
H 0.634 -6.255 2.031
H 2.722 -7.052 1.033
H 3.619 -5.684 -1.019
H 2.574 -3.486 -1.607
H 0.680 -2.647 -0.248
H -1.781 -5.060 4.276
H -2.876 -7.105 4.820
H -3.959 -8.566 3.094
H -3.633 -7.887 0.692
H -2.714 -5.622 0.136
H 1.005 -2.693 5.539
H 2.764 -0.993 5.591
H 3.030 0.698 3.661
H 1.371 0.383 1.692
N -4.382 2.061 -3.698
C -5.007 3.308 -4.140
C -4.076 4.349 -4.656
C -3.678 5.466 -3.670
C -2.974 4.976 -2.393
N -1.745 4.161 -2.674
H -4.407 1.459 -4.491
H -4.969 1.621 -3.044
H -5.649 3.781 -3.290
H -5.798 3.114 -4.870
H -4.541 4.790 -5.590
H -3.175 3.795 -5.015
H -4.558 6.095 -3.478
H -2.958 6.069 -4.188
H -3.639 4.495 -1.715
H -2.729 5.966 -1.906
H -0.966 4.367 -1.964
H -1.409 4.293 -3.649
O -0.899 2.221 -4.809
C 0.146 1.551 -4.585
N 0.219 1.033 -3.250
C 1.348 0.251 -3.169
O 1.694 -0.325 -2.135
C 1.897 0.075 -4.530
C 2.728 -0.922 -5.008
C 2.846 -1.103 -6.401
C 2.225 -0.224 -7.280
C 1.438 0.802 -6.776
C 1.272 0.979 -5.425
H 3.191 -1.559 -4.248
H 3.255 -2.002 -6.849
H 2.508 -0.146 -8.344
H 0.986 1.506 -7.507
S 0.227 5.732 2.475
C 1.308 4.497 2.253
S 1.248 3.670 0.705
C 2.795 2.781 0.998
N 3.182 2.992 2.195
N 2.381 3.850 2.971
C 2.818 4.076 4.256
C 4.120 3.708 4.651
C 4.418 3.681 6.013
C 3.463 3.934 6.997
C 2.158 4.317 6.629
C 1.940 4.504 5.258
S 3.343 1.871 -0.268
H 4.886 3.405 3.931
H 5.443 3.472 6.322
H 3.678 3.662 8.029
H 1.392 4.558 7.344
H 0.994 4.971 5.005

***

What ΔE to the lowest compared entry with this formula, charge and spin values result from the calculations? In sequence: 3.562; 1.223; 0.000; 6.713; 1.183; 1.743; 0.000; 0.000; 2.572 eV.